# 1
The following is a quantum chemistry calculation of C3H7ClN2 as an isolated structure in a non-equilibrium geometry, from the OMol25 dataset.

XYZ file:
```
13
Properties=species:S:1:pos:R:3:forces:R:3
C -0.994 0.253 0.364 -3.841 1.540 0.821
C -0.043 1.169 -0.402 0.190 0.983 0.112
C 0.702 -1.170 0.144 1.341 3.743 -0.593
N -0.164 -0.608 1.061 2.668 -0.683 3.712
N 1.036 0.406 -0.926 0.674 -4.748 0.476
Cl 0.005 -2.171 -1.044 -0.492 -1.588 -0.528
H -1.608 0.780 1.215 0.614 -0.612 -2.124
H -1.644 -0.430 -0.253 0.263 1.261 0.369
H -0.339 1.742 -1.279 -1.065 0.286 0.342
H 0.290 1.880 0.407 0.232 -0.342 -0.979
H 1.605 -1.531 0.567 0.726 -0.449 0.021
H 0.377 -0.108 1.913 -1.457 -1.646 -2.791
H 0.777 -0.211 -1.766 0.146 2.255 1.160
```
Positions in Å, forces in eV/Å.

## Properties
**Net charge**: 0
**E_LUMO**: 0.852 eV
**Orbital gap**: 0.3619 Eh
**HOMO energy**: -9.0 eV

Results of the Mulliken charge analysis, in e, for atoms 1 through 8:
1 C -0.61
2 C -0.31
3 C -0.14
4 N -0.35
5 N -0.60
6 Cl -0.17
7 H 0.32
8 H 0.27

---

# 2
The following is a quantum chemistry calculation of C21H9Cl5N3O8RuS2 as an isolated structure in a non-equilibrium geometry, from the OMol25 dataset.

XYZ file:
```
49
Properties=species:S:1:pos:R:3:forces:R:3
Ru 0.468 0.895 -0.470 -0.764 -1.477 0.701
Cl 0.435 -2.513 0.373 0.103 -0.107 0.043
C 1.753 -1.952 -0.588 0.003 -0.009 -0.016
C 1.841 -0.625 -1.010 -0.375 1.097 -0.226
C 2.991 -0.260 -1.715 -0.019 -0.179 -0.078
Cl 3.251 1.382 -2.179 0.089 0.005 0.035
C 3.987 -1.181 -2.041 -0.025 0.070 -0.009
Cl 5.384 -0.696 -2.940 0.001 -0.024 0.010
C 3.860 -2.501 -1.635 0.089 -0.047 -0.026
Cl 5.088 -3.657 -2.031 -0.009 0.006 -0.001
C 2.749 -2.883 -0.899 -0.136 0.028 0.044
Cl 2.612 -4.525 -0.368 0.029 -0.011 -0.020
O -1.835 1.044 2.990 0.065 -0.274 0.079
S -0.661 1.241 2.176 -0.254 0.450 0.184
O -0.785 2.258 1.139 -0.159 0.028 -0.084
O -0.073 0.007 1.617 0.266 0.620 -0.360
C 0.562 1.938 3.299 0.025 0.048 -0.027
C 0.244 1.938 4.650 0.001 0.034 -0.086
C 1.094 2.520 5.578 0.023 0.015 0.036
C 2.265 3.125 5.154 0.003 0.012 0.023
C 2.593 3.129 3.806 -0.089 -0.013 -0.070
C 1.755 2.534 2.870 -0.048 -0.079 -0.012
S 2.424 2.395 1.197 0.642 0.014 -0.092
O 1.525 2.973 0.190 -0.058 -0.399 0.045
O 3.712 3.044 1.273 -0.035 0.108 0.050
O 2.473 0.940 1.002 0.061 0.101 -0.093
H -0.693 1.487 4.944 0.013 -0.007 0.028
H 0.839 2.504 6.631 -0.016 -0.001 -0.006
H 2.934 3.586 5.871 -0.001 0.010 -0.006
H 3.510 3.573 3.447 0.014 -0.005 0.034
O -0.762 -0.975 -1.705 0.258 -0.093 -0.178
C -1.812 -0.536 -1.204 -0.209 -0.064 -0.122
O -1.833 0.522 -0.534 0.375 0.266 -0.169
C -3.103 -1.283 -1.399 -0.010 0.088 -0.048
C -3.269 -2.111 -2.502 0.009 -0.034 0.049
C -4.483 -2.753 -2.706 0.023 -0.001 0.023
C -5.521 -2.587 -1.798 0.013 0.003 -0.010
C -5.345 -1.775 -0.683 0.001 -0.014 -0.009
C -4.140 -1.115 -0.488 -0.022 -0.001 -0.004
H -2.448 -2.230 -3.198 -0.011 0.027 -0.041
H -4.616 -3.382 -3.578 -0.006 0.008 0.001
H -6.469 -3.087 -1.960 0.008 -0.008 0.009
H -6.153 -1.649 0.028 0.007 0.002 0.009
H -3.981 -0.468 0.365 -0.007 0.026 -0.019
N -1.479 -1.255 -5.545 0.071 -0.037 -0.010
C -0.902 -0.388 -5.028 -0.293 0.024 0.268
N -0.248 0.642 -4.574 0.360 0.153 -0.384
C -0.017 1.068 -3.401 -0.019 0.151 -0.095
N 0.282 1.644 -2.424 0.014 -0.505 0.633
```
Positions in Å, forces in eV/Å.

## Properties
**Net charge**: -2
**<S²>**: 0.786
**E_LUMO (alpha / beta)**: 4.128 / 4.145 eV
**2S+1**: 2
**Orbital gap (alpha / beta)**: 0.2719 / 0.2686 Eh
**HOMO energy (alpha / beta)**: -3.3 / -3.2 eV

Results of the Mulliken charge analysis, in e, for atoms 1 through 8:
1 Ru 0.51
2 Cl -0.16
3 C 0.72
4 C -0.94
5 C 1.34
6 Cl -0.13
7 C -0.02
8 Cl -0.25

---

# 3
The following is a quantum chemistry calculation of a 7-piece molecular cluster, C45H82BrNO13P2 overall in a non-equilibrium geometry, from the OMol25 dataset.

XYZ file:
```
144
Properties=species:S:1:pos:R:3:forces:R:3
C -3.346 1.360 4.235 -0.069 -0.596 0.129
C -1.998 0.378 4.201 -0.995 0.481 0.426
C -1.046 0.853 2.955 0.029 1.696 1.494
O -0.697 -0.203 1.993 -2.400 1.304 -2.813
C -1.486 -0.121 0.754 -1.909 -0.478 -2.074
C -1.391 1.168 -0.308 -2.146 -1.506 -0.819
C -0.367 2.445 -0.076 1.163 -0.749 -0.498
C 1.016 2.052 -0.931 3.397 -1.242 -1.655
C 2.095 1.038 -0.200 0.898 1.054 -3.529
C 3.488 0.543 -0.980 -2.491 2.429 -2.227
C 3.799 1.052 -2.522 -3.737 1.577 2.017
C 2.732 2.097 -3.258 -0.477 -2.038 4.287
C 1.351 2.572 -2.448 2.771 -2.342 1.145
C -2.334 1.239 -1.687 -1.313 -4.451 2.654
P -2.201 2.794 -2.854 1.581 0.194 -0.028
N -3.673 3.802 -2.737 -0.008 -1.889 -0.732
O -2.003 2.133 -4.487 0.854 0.719 2.152
C -3.368 -0.027 -2.043 1.400 -0.053 2.972
C -4.255 0.070 -3.428 0.183 -0.445 1.120
P -3.309 -0.965 -4.771 0.429 2.136 -5.861
O -3.200 -0.122 -6.135 -0.508 -2.942 5.228
O -4.293 -2.364 -5.150 1.173 2.706 1.773
O -1.697 -1.415 -4.286 -3.028 1.020 0.135
C -3.447 -1.348 -1.021 1.733 1.937 0.691
C -2.524 -1.376 0.375 -0.044 1.572 -1.933
C -2.665 -2.731 1.334 2.425 -1.065 5.647
O -2.150 -2.808 2.589 -3.178 0.887 -8.000
C -3.407 -4.137 0.815 -1.919 2.025 -4.330
Br -3.277 -5.901 1.770 0.017 2.514 -1.003
C -4.197 -4.081 -0.444 2.035 0.254 2.905
C -4.405 -2.671 -1.318 -2.942 -0.840 -2.979
O -5.352 -2.729 -2.269 5.729 0.792 5.531
H -3.684 1.649 3.135 0.739 -0.568 2.335
H -3.149 2.321 4.872 -0.382 -1.739 -1.361
H -4.233 0.766 4.736 1.767 1.296 -0.971
H -1.447 0.485 5.250 -0.997 -0.201 -2.388
H -2.387 -0.724 4.142 1.081 2.056 -0.329
H -0.050 1.308 3.432 -1.879 -1.292 -1.302
H -1.567 1.767 2.412 0.963 -2.035 0.978
H -0.013 2.585 1.031 -0.880 -0.616 -2.072
H -0.822 3.484 -0.413 0.889 -2.478 0.434
H 1.872 0.638 0.897 0.528 0.969 -2.655
H 4.275 -0.189 -0.474 -2.066 1.784 -1.075
H 4.756 0.703 -3.121 -2.221 0.766 1.523
H 2.987 2.426 -4.353 -0.786 -0.540 2.425
H 0.639 3.297 -3.029 1.438 -1.498 1.505
H -4.240 3.595 -1.886 0.439 0.021 -1.152
H -4.244 3.793 -3.611 0.311 -0.038 1.051
H -0.996 2.216 -4.642 -2.298 -0.077 0.359
H -4.349 1.152 -3.868 0.649 -2.115 0.964
H -5.369 -0.331 -3.306 2.605 0.547 -0.031
H -5.237 -2.063 -4.987 1.548 -0.565 -0.113
H -1.223 -0.621 -3.898 -0.981 -1.008 -0.607
H -4.697 -5.095 -0.824 1.002 2.753 0.666
C 1.885 -6.493 -2.430 -0.100 -0.105 -0.041
C 1.984 -5.109 -1.814 -0.064 -0.006 -0.144
O 1.764 -4.053 -2.746 0.149 0.087 0.038
C 0.497 -4.027 -3.392 -0.020 0.094 0.047
C -0.672 -3.884 -2.432 -0.063 -0.164 0.229
H 2.585 -6.592 -3.267 -0.032 0.015 0.135
H 2.118 -7.260 -1.685 0.034 0.086 -0.137
H 0.883 -6.696 -2.816 0.026 -0.009 0.077
H 2.996 -4.972 -1.418 -0.123 0.198 -0.171
H 1.303 -5.008 -0.961 -0.052 -0.060 -0.025
H 0.378 -4.908 -4.030 -0.064 -0.065 0.046
H 0.505 -3.160 -4.062 0.207 -0.123 0.152
H -0.748 -4.741 -1.756 -0.029 -0.006 -0.065
H -1.613 -3.812 -2.984 0.119 0.044 0.014
H -0.555 -2.990 -1.812 -0.027 -0.006 -0.104
C 4.096 -11.228 -3.348 -0.041 -0.173 0.072
C 4.322 -9.790 -2.913 -0.024 -0.037 0.055
O 3.724 -9.474 -1.659 -0.088 0.100 -0.019
C 4.169 -10.224 -0.534 0.056 0.068 0.003
C 5.655 -10.074 -0.253 0.169 0.021 -0.167
H 3.025 -11.453 -3.386 0.130 0.065 -0.034
H 4.526 -11.398 -4.341 -0.065 0.051 0.122
H 4.557 -11.939 -2.658 0.038 0.035 -0.091
H 3.868 -9.124 -3.654 -0.052 0.035 0.298
H 5.391 -9.548 -2.895 0.007 -0.080 0.011
H 3.894 -11.277 -0.647 0.075 -0.046 -0.024
H 3.611 -9.851 0.332 -0.064 0.070 -0.290
H 6.264 -10.462 -1.075 -0.035 -0.042 0.109
H 5.930 -10.623 0.652 -0.054 0.068 -0.069
H 5.917 -9.020 -0.121 -0.068 -0.116 0.039
C 7.080 3.155 0.263 0.075 -0.077 0.155
C 5.973 4.088 -0.195 -0.102 -0.036 0.089
O 4.822 4.062 0.646 -0.040 -0.042 -0.130
C 5.017 4.437 2.005 -0.080 0.073 -0.033
C 5.534 5.855 2.176 0.167 0.092 -0.100
H 6.708 2.128 0.342 0.020 0.122 -0.064
H 7.912 3.173 -0.448 -0.117 -0.001 0.063
H 7.472 3.437 1.243 0.040 0.019 -0.090
H 5.641 3.778 -1.191 -0.215 0.032 0.224
H 6.342 5.115 -0.299 0.074 -0.012 0.062
H 5.669 3.716 2.507 0.119 0.030 0.012
H 4.039 4.361 2.494 0.069 -0.033 -0.267
H 6.526 5.981 1.732 -0.026 -0.023 0.089
H 5.610 6.108 3.237 -0.083 -0.036 -0.100
H 4.865 6.571 1.688 0.009 -0.106 0.101
C 0.481 1.401 10.198 0.135 -0.109 0.074
C -0.603 1.407 9.135 0.038 -0.080 0.002
O -0.383 0.461 8.091 -0.006 0.139 -0.158
C -0.318 -0.908 8.475 -0.085 -0.058 -0.020
C -1.588 -1.416 9.135 -0.134 0.136 0.146
H 1.463 1.577 9.746 -0.139 0.024 0.043
H 0.291 2.182 10.941 0.014 -0.085 -0.118
H 0.529 0.444 10.725 -0.049 0.094 0.025
H -0.627 2.395 8.663 0.007 -0.245 -0.159
H -1.593 1.254 9.581 0.045 -0.037 0.059
H 0.555 -1.081 9.113 -0.031 0.001 0.081
H -0.147 -1.482 7.558 0.017 0.305 0.022
H -1.791 -0.896 10.076 0.047 -0.107 -0.026
H -1.503 -2.483 9.355 0.003 0.102 -0.061
H -2.452 -1.256 8.481 0.121 -0.066 0.025
C -4.500 3.483 -6.501 0.147 0.014 -0.068
C -5.684 2.564 -6.256 0.036 0.049 -0.322
O -6.946 3.201 -6.434 -0.141 0.042 0.227
C -7.215 3.733 -7.727 -0.038 -0.090 -0.022
C -7.200 2.688 -8.829 0.172 -0.193 -0.005
H -4.558 4.365 -5.855 -0.024 -0.006 -0.046
H -3.561 2.959 -6.295 -0.177 -0.013 -0.022
H -4.465 3.835 -7.535 0.022 -0.053 0.071
H -5.651 2.218 -5.218 -0.294 0.078 -0.069
H -5.621 1.666 -6.882 0.124 0.068 0.044
H -6.524 4.552 -7.951 0.069 -0.034 -0.056
H -8.215 4.177 -7.681 0.158 -0.095 0.249
H -6.213 2.231 -8.941 -0.067 0.082 -0.052
H -7.468 3.140 -9.788 -0.006 -0.024 0.107
H -7.908 1.883 -8.606 0.030 0.134 -0.030
C 0.295 5.018 3.781 -0.129 0.044 -0.148
C 1.486 5.473 4.606 0.033 0.057 -0.076
O 2.435 6.235 3.864 0.113 -0.123 0.030
C 1.965 7.446 3.282 0.026 0.059 0.059
C 1.444 8.447 4.299 -0.114 -0.062 0.200
H 0.627 4.441 2.913 0.010 0.029 0.106
H -0.370 4.392 4.385 0.095 0.056 -0.045
H -0.290 5.863 3.409 -0.018 -0.063 0.076
H 2.015 4.589 4.977 0.142 0.218 -0.130
H 1.162 6.033 5.491 -0.074 0.009 -0.049
H 1.212 7.232 2.517 -0.075 0.014 0.029
H 2.818 7.893 2.758 -0.006 -0.290 0.113
H 0.569 8.064 4.832 0.013 0.078 -0.089
H 1.151 9.377 3.804 0.061 -0.092 0.030
H 2.211 8.669 5.048 -0.049 0.003 -0.132
```
Positions in Å, forces in eV/Å.

## Properties
**Net charge**: 0
**E_LUMO**: -2.244 eV
**Structure (SMILES)**: CCCOc1c(Cc2ccccc2)c(P(N)O)c(CP(=O)(O)O)c2c1C(=O)C(Br)=CC2=O.CCOCC.CCOCC.CCOCC.CCOCC.CCOCC.CCOCC
**Orbital gap**: 0.2287 Eh
**HOMO energy**: -8.5 eV

Results of the Mulliken charge analysis, in e, for atoms 1 through 8:
1 C -1.05
2 C 0.11
3 C -0.22
4 O -0.39
5 C 0.01
6 C 0.45
7 C -0.33
8 C 0.30

---

Respective ΔE to the lowest compared entry with this formula, charge and spin values: 2.743, 2.379, 23.771 eV.